Here is C21H44N3OP2PmS as an isolated structure at a distorted geometry from the Open Molecules 2025 dataset. Energies are from the ωB97M-V functional and the def2-TZVPD basis.

Each line ends with the Mulliken charge.
Geometry (Å):
1 Pm 1.152 0.727 0.240  0.414
2 P 0.015 0.286 -2.467  0.682
3 P -0.489 -0.217 2.415  0.154
4 N -1.248 1.388 -0.026  0.012
5 C -1.065 1.786 -2.516  -0.631
6 H -0.519 2.592 -3.036  0.355
7 H -1.967 1.571 -3.113  0.236
8 C -1.519 2.309 -1.152  -1.049
9 H -0.991 3.255 -0.931  0.441
10 H -2.590 2.589 -1.186  0.474
11 C -2.030 1.839 1.166  -1.059
12 H -3.054 1.434 1.081  0.307
13 H -2.116 2.922 1.061  0.551
14 C -1.327 1.463 2.462  -0.904
15 H -2.021 1.509 3.314  0.576
16 H -0.546 2.216 2.647  0.438
17 C 0.607 -0.011 3.961  0.586
18 C 1.961 0.583 3.542  -1.563
19 H 1.913 1.566 3.032  0.317
20 H 2.525 -0.138 2.913  0.193
21 H 2.573 0.723 4.448  0.532
22 C -1.914 -1.245 2.944  0.702
23 C -1.602 -2.751 2.842  -1.553
24 H -2.552 -3.304 2.750  0.449
25 H -1.086 -3.112 3.745  0.353
26 H -0.982 -2.966 1.958  0.301
27 C -0.888 -0.804 -3.644  0.493
28 C -0.052 -2.040 -4.024  -1.614
29 H -0.728 -2.759 -4.522  0.543
30 H 0.366 -2.527 -3.125  0.311
31 H 0.762 -1.800 -4.737  0.236
32 C 1.615 0.807 -3.283  0.560
33 C 2.677 -0.293 -3.192  -1.383
34 H 3.673 0.163 -3.116  0.372
35 H 2.683 -0.922 -4.096  0.368
36 H 2.577 -0.970 -2.331  0.273
37 C 0.234 -1.552 -0.401  -0.065
38 C -2.466 -0.823 4.322  -1.655
39 H -1.934 0.033 4.760  0.453
40 H -3.523 -0.536 4.205  0.272
41 H -2.425 -1.653 5.044  0.417
42 C -1.505 -0.110 -4.881  -1.445
43 H -1.590 -0.834 -5.711  0.393
44 H -2.520 0.240 -4.629  0.415
45 H -0.909 0.747 -5.238  0.267
46 C 1.451 1.306 -4.715  -1.822
47 H 2.421 1.695 -5.057  0.481
48 H 1.168 0.508 -5.413  0.341
49 H 0.735 2.131 -4.805  0.366
50 C 0.817 -1.309 4.746  -1.499
51 H 1.162 -2.119 4.084  0.332
52 H 1.608 -1.121 5.486  0.469
53 H -0.081 -1.636 5.291  0.256
54 H 0.050 0.712 4.580  0.564
55 H 1.959 1.669 -2.685  0.370
56 H -2.696 -1.027 2.194  0.553
57 H -1.735 -1.164 -3.030  0.347
58 O 1.290 -2.194 -0.370  -0.556
59 H -1.539 0.399 -0.210  0.289
60 H -0.743 -2.071 -0.601  0.356
61 C 5.380 3.433 -0.877  -0.863
62 N 5.077 2.046 -0.515  0.147
63 C 5.889 0.952 -0.745  -0.077
64 C 5.251 -0.144 -0.288  -0.754
65 N 4.032 0.306 0.241  0.282
66 C 3.949 1.687 0.107  0.178
67 S 2.738 2.848 0.471  -0.325
68 H 4.728 3.769 -1.693  0.316
69 H 5.227 4.079 -0.009  0.389
70 H 6.429 3.430 -1.189  0.318
71 H 6.863 1.109 -1.184  0.477
72 H 5.542 -1.185 -0.266  0.503
73 H 3.386 -0.271 0.809  0.037

Output
**Spin multiplicity**: 5
**Net charge**: +2
**Kohn-Sham gap (alpha / beta)**: 6.757 / 7.063 eV



Here is C21H44N7O4PSYb as an isolated structure at a distorted geometry from the Open Molecules 2025 dataset. Energies are from the ωB97M-V functional and the def2-TZVPD basis.

Each line ends with the Mulliken charge.
Geometry (Å):
1 Yb 6.108 -0.912 17.271  1.576
2 N 4.668 1.130 16.743  -0.235
3 C 3.216 0.864 16.523  -0.836
4 C 3.001 -0.486 15.878  -0.732
5 N 3.756 -1.609 16.510  0.708
6 C 3.883 -2.717 15.502  -0.903
7 C 4.944 -3.728 15.852  -0.815
8 N 6.279 -3.067 15.995  -0.513
9 C 2.996 -2.131 17.693  -0.871
10 C 3.094 -1.283 18.938  -1.023
11 N 4.520 -0.952 19.262  -0.348
12 H 4.799 1.862 17.448  0.207
13 H 5.064 1.569 15.904  0.090
14 H 2.754 1.630 15.886  0.524
15 H 2.720 0.959 17.487  0.237
16 H 3.329 -0.439 14.834  0.510
17 H 1.933 -0.718 15.854  0.358
18 H 4.123 -2.230 14.556  0.523
19 H 2.915 -3.211 15.347  0.409
20 H 4.976 -4.503 15.081  0.563
21 H 4.734 -4.259 16.782  0.425
22 H 6.665 -2.915 15.061  0.240
23 H 6.939 -3.690 16.469  0.296
24 H 3.382 -3.128 17.902  0.516
25 H 1.942 -2.281 17.420  0.435
26 H 2.621 -1.811 19.766  0.533
27 H 2.538 -0.353 18.844  0.237
28 H 4.904 -1.648 19.901  0.229
29 H 4.557 -0.097 19.827  0.295
30 O 7.336 0.634 18.452  -0.186
31 C 8.311 1.420 18.630  -0.053
32 C 9.252 1.286 19.773  -0.801
33 C 8.564 2.143 20.882  -0.404
34 C 8.081 3.561 20.487  -1.021
35 C 6.894 3.616 19.510  -0.141
36 C 7.325 3.554 18.049  -0.718
37 N 8.435 2.571 17.942  0.109
38 H 10.222 1.720 19.510  0.405
39 H 9.371 0.252 20.078  0.167
40 H 9.272 2.208 21.709  0.490
41 H 7.720 1.568 21.265  0.239
42 H 8.909 4.165 20.112  0.344
43 H 7.803 4.051 21.422  0.384
44 H 6.307 4.524 19.664  0.560
45 H 6.212 2.789 19.740  0.028
46 H 7.735 4.506 17.707  0.503
47 H 6.529 3.300 17.350  0.001
48 H 9.327 3.005 18.154  0.419
49 N 8.087 -5.532 23.063  -0.341
50 C 8.048 -4.259 22.658  -0.034
51 S 7.992 -2.938 23.596  -0.270
52 C 7.847 -3.901 21.203  0.117
53 C 6.678 -4.249 20.562  -0.576
54 C 6.344 -3.596 19.382  -0.399
55 N 7.109 -2.650 18.807  0.149
56 C 8.309 -2.427 19.376  -0.581
57 C 8.709 -3.016 20.561  -0.749
58 H 8.127 -5.702 24.060  0.244
59 H 8.154 -6.314 22.436  0.236
60 H 5.981 -4.953 20.992  0.516
61 H 5.390 -3.798 18.903  0.333
62 H 8.967 -1.712 18.902  0.806
63 H 9.664 -2.741 20.987  0.542
64 C 5.923 1.954 13.026  -0.688
65 O 6.776 0.817 13.335  -0.423
66 P 6.536 -0.335 14.374  0.699
67 O 7.581 0.046 15.631  -0.397
68 C 8.969 0.460 15.306  -0.719
69 O 7.295 -1.533 13.688  -0.378
70 C 8.200 -1.508 12.518  -0.732
71 H 6.179 2.268 12.014  0.293
72 H 6.152 2.762 13.720  0.280
73 H 4.877 1.652 13.079  0.327
74 H 9.180 1.352 15.900  0.198
75 H 9.003 0.712 14.250  0.421
76 H 9.646 -0.364 15.543  0.254
77 H 9.222 -1.552 12.895  0.291
78 H 8.031 -0.598 11.958  0.319
79 H 7.965 -2.389 11.919  0.303

Output
**Spin multiplicity**: 2
**Net charge**: +3
**Kohn-Sham gap (alpha / beta)**: 7.327 / 5.752 eV
**Energy relative to the best compared isomer or geometry (same formula, charge and spin)**: 0.0 kcal/mol



The calculation returns the following E values, one per record and in order: -74961.5544, -92747.2219 eV.